Record 1
{"formula": "C67H175N13O20", "method": "ωB97M-V/def2-TZVPD", "symbols": ["C", "C", "C", "O", "H", "H", "H", "H", "H", "H", "H", "H", "C", "O", "C", "C", "N", "C", "C", "O", "C", "H", "H", "H", "H", "H", "H", "H", "H", "H", "H", "H", "H", "H", "H", "H", "C", "O", "C", "C", "N", "C", "C", "O", "C", "H", "H", "H", "H", "H", "H", "H", "H", "H", "H", "H", "H", "H", "H", "H", "C", "O", "C", "C", "N", "C", "C", "O", "C", "H", "H", "H", "H", "H", "H", "H", "H", "H", "H", "H", "H", "H", "H", "H", "C", "O", "C", "C", "N", "C", "C", "O", "C", "H", "H", "H", "H", "H", "H", "H", "H", "H", "H", "H", "H", "H", "H", "H", "C", "O", "C", "C", "N", "C", "C", "O", "C", "H", "H", "H", "H", "H", "H", "H", "H", "H", "H", "H", "H", "H", "H", "H", "C", "O", "C", "C", "N", "C", "C", "O", "C", "H", "H", "H", "H", "H", "H", "H", "H", "H", "H", "H", "H", "H", "H", "H", "C", "C", "C", "O", "C", "N", "H", "H", "H", "H", "H", "H", "H", "H", "H", "H", "H", "C", "C", "C", "O", "C", "N", "H", "H", "H", "H", "H", "H", "H", "H", "H", "H", "H", "C", "C", "C", "O", "C", "N", "H", "H", "H", "H", "H", "H", "H", "H", "H", "H", "H", "C", "C", "C", "O", "C", "N", "H", "H", "H", "H", "H", "H", "H", "H", "H", "H", "H", "C", "C", "C", "O", "C", "N", "H", "H", "H", "H", "H", "H", "H", "H", "H", "H", "H", "C", "C", "C", "O", "C", "N", "H", "H", "H", "H", "H", "H", "H", "H", "H", "H", "H", "C", "C", "C", "O", "C", "N", "H", "H", "H", "H", "H", "H", "H", "H", "H", "H", "H"], "coordinates": [[-0.31, -3.26, -2.61], [-1.57, -2.50, -2.16], [-2.84, -2.81, -2.92], [-1.84, -2.85, -0.86], [-0.12, -3.29, -3.68], [-0.36, -4.30, -2.28], [0.65, -2.92, -2.23], [-1.30, -1.45, -2.29], [-2.93, -2.15, -3.79], [-3.79, -2.69, -2.41], [-2.87, -3.84, -3.27], [-1.01, -2.82, -0.39], [-7.55, 2.10, -1.41], [-6.96, 2.33, -0.17], [-7.28, 1.37, 0.79], [-6.74, 1.77, 2.14], [-5.32, 1.52, 2.25], [-4.81, 2.29, 3.39], [-3.29, 2.22, 3.47], [-2.72, 2.77, 2.36], [-1.32, 2.88, 2.33], [-8.63, 2.04, -1.30], [-7.24, 1.13, -1.80], [-7.31, 2.80, -2.21], [-6.94, 0.39, 0.46], [-8.37, 1.28, 0.82], [-7.33, 1.28, 2.91], [-7.02, 2.82, 2.29], [-4.77, 1.76, 1.43], [-5.16, 1.87, 4.33], [-5.11, 3.34, 3.34], [-3.10, 1.15, 3.45], [-2.94, 2.73, 4.36], [-1.02, 3.46, 1.46], [-0.86, 1.89, 2.38], [-0.89, 3.41, 3.17], [6.59, 2.35, -0.89], [5.59, 1.80, -0.04], [5.52, 2.58, 1.13], [4.33, 2.16, 2.04], [4.60, 0.83, 2.61], [3.50, 0.29, 3.41], [3.75, -1.14, 3.81], [3.84, -1.88, 2.61], [4.13, -3.32, 2.68], [6.95, 1.54, -1.52], [7.50, 2.71, -0.43], [6.23, 3.14, -1.55], [5.42, 3.64, 0.88], [6.49, 2.36, 1.58], [3.42, 2.16, 1.45], [4.20, 2.86, 2.87], [4.72, 0.16, 1.86], [2.66, 0.30, 2.72], [3.25, 0.93, 4.26], [2.89, -1.37, 4.44], [4.64, -1.34, 4.42], [5.21, -3.39, 2.55], [3.75, -3.98, 1.90], [3.84, -3.83, 3.59], [-0.26, 0.23, 4.80], [-0.38, 0.51, 6.17], [0.82, 0.83, 6.87], [0.50, 0.57, 8.39], [-0.35, 1.64, 8.98], [-0.60, 1.45, 10.42], [-1.60, 2.48, 10.90], [-2.93, 2.31, 10.32], [-3.90, 3.32, 10.67], [-0.06, 1.20, 4.36], [-1.23, -0.09, 4.43], [0.59, -0.43, 4.59], [1.13, 1.86, 6.67], [1.61, 0.17, 6.52], [1.49, 0.54, 8.84], [0.02, -0.41, 8.44], [-1.25, 1.69, 8.52], [0.37, 1.40, 10.92], [-0.96, 0.44, 10.62], [-1.18, 3.48, 10.86], [-1.70, 2.28, 11.96], [-4.91, 2.93, 10.71], [-3.93, 4.18, 9.99], [-3.85, 3.66, 11.70], [3.26, 4.88, -1.21], [3.78, 6.05, -1.79], [3.15, 6.61, -2.99], [3.87, 7.95, -3.41], [3.55, 8.47, -4.72], [2.16, 8.99, -4.73], [1.61, 9.19, -6.15], [0.28, 9.66, -6.15], [-0.20, 9.71, -7.49], [2.18, 4.77, -1.29], [3.49, 4.87, -0.15], [3.64, 3.97, -1.68], [2.11, 6.83, -2.72], [3.12, 5.89, -3.81], [4.93, 7.70, -3.54], [3.69, 8.74, -2.68], [4.17, 9.27, -4.75], [2.08, 9.94, -4.20], [1.53, 8.27, -4.22], [1.55, 8.22, -6.66], [2.24, 9.75, -6.84], [0.14, 10.49, -8.17], [-1.27, 9.90, -7.38], [-0.07, 8.78, -8.05], [0.30, 5.38, -5.69], [-0.61, 5.11, -4.66], [-1.14, 6.25, -4.05], [-1.49, 5.98, -2.59], [-2.42, 4.87, -2.52], [-2.79, 4.42, -1.21], [-3.81, 3.30, -1.32], [-3.14, 2.11, -1.77], [-3.97, 0.92, -1.59], [-0.07, 6.08, -6.44], [0.70, 4.52, -6.21], [1.16, 5.86, -5.21], [-2.05, 6.52, -4.59], [-0.50, 7.12, -4.22], [-1.90, 6.92, -2.20], [-0.57, 5.78, -2.04], [-2.02, 4.07, -3.00], [-3.30, 5.23, -0.68], [-1.99, 4.12, -0.53], [-4.57, 3.45, -2.08], [-4.28, 3.03, -0.37], [-3.42, 0.10, -2.06], [-4.89, 1.09, -2.15], [-4.19, 0.61, -0.57], [0.64, -3.16, 1.59], [0.14, -2.15, 0.68], [0.62, -0.86, 1.10], [0.25, 0.04, -0.11], [0.84, 1.36, -0.09], [0.36, 2.25, -1.11], [0.67, 1.96, -2.62], [2.02, 2.25, -2.81], [2.43, 2.54, -4.11], [1.69, -3.31, 1.32], [0.17, -4.14, 1.54], [0.42, -2.84, 2.61], [1.70, -0.90, 1.27], [0.18, -0.50, 2.03], [-0.83, 0.09, -0.10], [0.45, -0.46, -1.06], [1.83, 1.19, -0.20], [0.84, 3.21, -0.94], [-0.70, 2.45, -0.93], [0.10, 2.69, -3.19], [0.45, 0.92, -2.85], [2.31, 1.66, -4.73], [3.44, 2.94, -4.12], [1.79, 3.30, -4.56], [-2.79, -5.66, 1.68], [-3.24, -5.97, 0.29], [-4.20, -7.16, 0.26], [-3.60, -8.42, 0.63], [-2.69, -8.98, -0.31], [-3.87, -4.75, -0.23], [-2.49, -6.59, 2.16], [-3.63, -5.21, 2.22], [-1.96, -4.95, 1.73], [-2.40, -6.10, -0.39], [-4.60, -7.22, -0.75], [-5.12, -6.97, 0.81], [-1.98, -8.18, -0.53], [-3.20, -9.45, -1.16], [-2.08, -9.67, 0.27], [-4.09, -4.92, -1.20], [-3.18, -4.03, -0.37], [6.13, 5.20, -4.28], [7.52, 4.98, -4.74], [8.04, 3.61, -4.28], [9.34, 3.33, -4.81], [9.99, 2.15, -4.38], [7.56, 5.06, -6.19], [5.76, 6.03, -4.88], [6.01, 5.35, -3.21], [5.50, 4.35, -4.52], [8.23, 5.73, -4.38], [7.34, 2.84, -4.58], [8.02, 3.60, -3.19], [9.35, 1.31, -4.62], [10.22, 2.16, -3.31], [10.95, 2.02, -4.89], [7.58, 6.02, -6.52], [8.45, 4.68, -6.45], [-3.44, -8.72, 3.88], [-3.42, -7.97, 5.27], [-2.82, -6.60, 5.09], [-1.40, -6.74, 4.96], [-0.75, -5.47, 4.89], [-4.73, -8.02, 5.83], [-2.42, -8.89, 3.53], [-3.95, -8.19, 3.07], [-3.78, -9.74, 4.02], [-2.74, -8.48, 5.95], [-3.08, -6.04, 5.99], [-3.28, -6.02, 4.29], [-0.64, -4.98, 5.86], [-1.22, -4.79, 4.17], [0.24, -5.58, 4.44], [-5.27, -7.20, 5.61], [-5.20, -8.88, 5.58], [-3.05, -1.92, 2.07], [-3.96, -2.23, 3.31], [-3.41, -1.87, 4.75], [-2.22, -2.65, 4.97], [-1.72, -2.47, 6.27], [-5.25, -1.70, 3.12], [-3.41, -2.23, 1.09], [-2.10, -2.45, 2.09], [-2.87, -0.85, 2.05], [-4.06, -3.32, 3.32], [-4.19, -2.08, 5.48], [-3.26, -0.79, 4.83], [-2.21, -3.16, 6.96], [-1.84, -1.47, 6.67], [-0.63, -2.56, 6.23], [-5.18, -0.78, 2.72], [-5.71, -2.31, 2.46], [3.46, -2.01, -1.10], [3.96, -0.79, -1.89], [3.45, -0.69, -3.43], [3.89, -1.80, -4.10], [3.26, -2.10, -5.34], [3.45, 0.38, -1.13], [2.38, -1.98, -1.02], [4.00, -2.10, -0.15], [3.77, -2.93, -1.60], [5.05, -0.67, -1.91], [3.87, 0.24, -3.83], [2.37, -0.52, -3.39], [3.19, -1.29, -6.07], [2.26, -2.45, -5.06], [3.78, -2.91, -5.85], [4.15, 0.72, -0.48], [3.25, 1.07, -1.85], [-3.61, 1.00, -4.88], [-2.38, 1.92, -4.90], [-1.21, 1.43, -5.81], [-0.94, 0.06, -5.41], [-0.07, -0.72, -6.27], [-2.78, 3.26, -5.29], [-3.44, -0.02, -4.52], [-3.95, 0.97, -5.91], [-4.38, 1.46, -4.27], [-1.91, 1.94, -3.91], [-0.32, 2.03, -5.63], [-1.45, 1.51, -6.87], [0.13, -1.67, -5.78], [0.87, -0.24, -6.54], [-0.54, -1.12, -7.17], [-2.07, 3.96, -5.12], [-3.46, 3.47, -4.57], [1.66, -11.65, -0.53], [0.78, -10.41, -0.73], [1.11, -9.22, 0.16], [0.41, -8.03, -0.29], [0.71, -6.85, 0.50], [0.93, -10.03, -2.11], [1.50, -11.98, 0.50], [2.69, -11.35, -0.70], [1.49, -12.51, -1.16], [-0.24, -10.79, -0.67], [2.18, -9.02, 0.19], [0.83, -9.41, 1.20], [0.20, -6.07, -0.06], [1.77, -6.71, 0.71], [0.22, -7.07, 1.45], [1.91, -10.06, -2.37], [0.65, -9.06, -2.16]], "mulliken_charge": [-1.429, 3.180, -1.969, 1.570, 0.432, 0.242, 0.075, -1.252, 0.112, 0.347, 0.538, -0.668, -0.968, -0.264, -0.619, -0.945, 0.654, -1.322, -0.026, -0.375, -0.087, 0.409, 0.357, 0.283, 0.304, 0.574, 0.398, 0.425, -0.339, 0.516, 0.529, -0.238, 0.535, 0.051, -0.348, 0.480, -1.329, -0.163, -1.001, -0.166, -0.433, 0.001, -0.937, -0.035, -0.993, 0.430, 0.480, 0.308, 0.502, 0.464, -0.290, 0.611, 0.353, -0.344, 0.513, 0.416, 0.501, 0.320, 0.251, 0.395, 0.059, -0.220, -0.370, -0.768, -0.369, -0.742, -0.527, -0.302, -0.805, 0.586, -0.450, -0.069, 0.362, 0.199, 0.406, 0.272, 0.267, 0.406, 0.351, 0.358, 0.428, 0.277, 0.299, 0.319, 0.084, -0.517, 0.049, -1.219, -0.295, 0.191, -0.516, -0.346, -0.795, -0.179, 0.283, -0.064, 0.571, 0.025, 0.438, 0.359, 0.291, 0.385, -0.338, 0.199, 0.465, 0.326, 0.278, 0.317, -0.928, 0.178, -0.435, -0.602, -0.055, -0.967, -0.558, 0.535, -0.263, 0.269, 0.355, 0.170, 0.328, 0.209, 0.388, 0.023, -0.258, 0.762, 0.198, 0.226, 0.334, -0.263, 0.156, -0.051, 0.061, 0.229, 0.524, 0.950, 1.225, -0.827, 1.492, 0.746, 0.123, 0.111, -0.659, 0.131, -0.499, -0.833, -0.090, -0.467, -0.931, 0.069, -0.579, -0.184, -0.337, 0.209, -0.112, -0.697, -0.148, 1.289, -1.322, -0.285, -0.445, -0.635, 0.282, 0.110, -0.842, 0.224, 0.548, 0.231, 0.170, 0.278, 0.149, 0.440, -0.580, -0.983, 0.750, -0.667, -0.387, -0.710, -0.840, 0.163, 0.416, 0.008, 0.274, 0.379, 0.166, 0.305, 0.262, 0.267, 0.250, 0.279, -1.231, 0.386, 0.092, -0.413, -0.362, -0.680, 0.196, 0.206, 0.482, 0.177, 0.403, -0.128, 0.417, -0.098, 0.258, 0.216, 0.265, -0.076, 0.528, -1.149, 0.311, -1.432, -0.709, 0.502, -0.608, -0.080, 0.377, 0.381, 0.237, 0.284, 0.520, 0.343, -0.018, 0.398, -1.202, -0.020, -0.182, -0.444, -0.452, 1.149, -0.335, 0.246, 0.653, 0.399, 0.378, 0.021, 0.273, 0.019, 0.340, -0.368, -0.489, -1.566, 2.923, -0.814, -0.135, -0.773, -0.833, 0.000, 0.441, 0.439, -1.216, -0.132, 0.609, 0.052, 0.322, 0.347, 0.153, 0.415, -1.549, 0.651, -0.783, -0.280, -0.380, -0.720, 0.363, 0.365, 0.373, 0.105, 0.402, 0.389, -0.115, 0.398, 0.212, 0.275, 0.294], "largest_force_ev_per_a": 3.02, "homo_lumo_gap_ev": 8.814, "de_lowest_ev": 0.831, "homo_energy_ev": -8.31, "lumo_energy_ev": 0.507, "energy_ev": -132623.3956}

---

Record 2
{"formula": "C6H12O", "method": "ωB97M-V/def2-TZVPD", "symbols": ["C", "C", "C", "C", "O", "C", "C", "H", "H", "H", "H", "H", "H", "H", "H", "H", "H", "H", "H"], "coordinates": [[-1.30, -1.68, -0.99], [-0.87, -0.23, -0.79], [-0.98, 0.20, 0.68], [-0.04, 1.38, 0.80], [1.12, 1.01, 0.03], [0.62, -0.09, -1.19], [2.14, 0.33, 0.78], [-2.36, -1.83, -0.73], [-1.16, -1.98, -2.03], [-0.68, -2.33, -0.37], [-1.55, 0.42, -1.37], [-0.65, -0.61, 1.34], [-2.00, 0.46, 0.97], [0.27, 1.63, 1.82], [-0.45, 2.27, 0.31], [0.68, 0.65, -2.01], [2.45, 0.98, 1.61], [1.76, -0.63, 1.14], [2.96, 0.16, 0.08]], "mulliken_charge": [-1.472, 0.638, -0.907, -0.425, -0.118, -0.808, -0.715, 0.369, 0.374, 0.350, 0.273, 0.282, 0.416, 0.359, 0.271, 0.158, 0.315, 0.330, 0.312], "largest_force_ev_per_a": 0.41, "homo_lumo_gap_ev": 7.993, "de_lowest_ev": 4.348, "homo_energy_ev": -7.09, "lumo_energy_ev": 0.903, "energy_ev": -8460.0060}

---

Record 3
{"formula": "C2H3N4O3S", "method": "ωB97M-V/def2-TZVPD", "symbols": ["C", "C", "N", "N", "N", "N", "O", "O", "O", "S", "H", "H", "H"], "coordinates": [[2.39, -0.67, -0.48], [1.14, -1.29, -0.39], [3.39, -0.13, -0.65], [-0.55, 3.37, 0.45], [-0.77, 2.34, 0.09], [-0.81, 1.28, -0.42], [-2.87, 0.59, 1.03], [-1.79, -1.03, -0.46], [-0.67, -0.23, 1.56], [-1.64, 0.03, 0.51], [0.70, -0.94, 0.45], [0.50, -1.02, -1.17], [0.97, -2.31, -0.53]], "mulliken_charge": [0.492, -0.886, -0.497, -0.662, 0.828, -0.382, -0.644, -0.615, -0.726, 1.118, 0.150, 0.351, 0.472], "charge": -1, "largest_force_ev_per_a": 4.76, "homo_lumo_gap_ev": 9.954, "de_lowest_ev": 1.180, "homo_energy_ev": -6.15, "lumo_energy_ev": 3.808, "energy_ev": -25060.5202}

---

Record 4
{"formula": "C5H7NO", "method": "ωB97M-V/def2-TZVPD", "symbols": ["C", "C", "C", "O", "C", "N", "C", "H", "H", "H", "H", "H", "H", "H"], "coordinates": [[-1.54, -0.30, 0.24], [-0.60, 0.42, -0.68], [0.51, 1.17, 0.01], [1.75, 0.60, -0.42], [1.68, -0.54, 0.37], [0.74, -1.40, 0.38], [-0.41, -1.05, -0.43], [-1.44, -0.09, 1.30], [-2.56, -0.46, -0.10], [-0.90, 0.76, -1.67], [0.48, 0.90, 1.08], [0.51, 2.25, -0.04], [2.45, -0.50, 1.13], [-0.68, -1.79, -1.18]], "mulliken_charge": [-0.775, -0.109, -0.644, -0.379, 0.001, -0.517, 0.038, 0.230, 0.274, 0.366, 0.338, 0.408, 0.412, 0.356], "largest_force_ev_per_a": 1.04, "homo_lumo_gap_ev": 10.505, "de_lowest_ev": 2.498, "homo_energy_ev": -9.38, "lumo_energy_ev": 1.122, "energy_ev": -8833.7048, "smiles": "C1=N[C@H]2C[C@H]2CO1"}